The following is a DFT calculation (ωB97M-V/def2-TZVPD) of a 2-piece molecular cluster, C7H14N2 overall.

The energy is -384.583439 Eh. The calculation puts the energy above the lowest of the compared OMol25 structures with the same formula, charge and spin at 7.00 kJ/mol. The LUMO energy (alpha / beta) is 3.755 / 3.604 eV. Its spin multiplicity is 2. Its net charge is -1.

Last column: Löwdin charge in e.
Atoms and positions in Å:
C1 -1.68 1.56 -2.00  -0.087
C2 -2.63 0.86 1.37  -0.374
C3 -2.05 0.99 -0.68  -0.412
C4 -2.31 -0.33 -0.43  -0.256
N1 -2.24 1.72 0.46  0.069
N2 -2.71 -0.39 0.87  -0.002
H1 -2.98 1.09 2.37  0.073
H2 -2.76 -1.28 1.39  -0.034
H3 -2.31 -1.21 -1.04  0.034
H4 -2.51 1.89 -2.63  0.058
H5 -1.22 0.76 -2.61  0.058
H6 -0.90 2.34 -1.92  0.065
C5 2.11 -1.29 0.42  -0.374
C6 3.38 -0.98 1.20  -0.162
C7 1.61 -0.06 -0.35  -0.138
H7 2.22 -2.18 -0.20  0.077
H8 1.35 -1.57 1.16  0.057
H9 3.14 -0.36 2.07  0.062
H10 1.01 -0.29 -1.23  0.049
H11 1.03 0.56 0.32  0.067
H12 2.48 0.49 -0.75  0.060
H13 3.84 -1.88 1.62  0.053
H14 4.12 -0.45 0.59  0.057

The following is a DFT calculation (ωB97M-V/def2-TZVPD) of a 2-piece molecular cluster, C2H3IS2 overall.

The energy is -1171.894161 Eh. The calculation puts the energy above the lowest of the compared OMol25 structures with the same formula, charge and spin at 416.87 kJ/mol. The LUMO energy (alpha / beta) is -0.620 / -0.134 eV. Its spin multiplicity is 1. Its net charge is 0.

Last column: Löwdin charge in e.
Atoms and positions in Å:
C1 -0.43 -1.44 -0.64  -0.907
C2 0.37 1.69 0.08  -0.617
S1 0.12 -3.12 -0.74  0.457
S2 0.68 -1.64 0.69  0.341
I1 -0.52 1.21 1.86  0.771
H1 -1.31 -0.85 -0.67  -0.016
H2 1.44 1.92 0.05  -0.023
H3 -0.36 2.22 -0.63  -0.006

The following is a DFT calculation (ωB97M-V/def2-TZVPD) of C21H41IrNO3PS3Si2Te as an isolated structure.

The energy is -3592.353297 Eh. The calculation puts the energy above the lowest of the compared OMol25 structures with the same formula, charge and spin at 317.30 kJ/mol. The LUMO energy (alpha / beta) is -4.953 / -5.046 eV. Its spin multiplicity is 2. Its net charge is +1.

Last column: Löwdin charge in e.
Atoms and positions in Å:
Ir1 0.38 0.52 -0.34  0.685
S1 -1.19 -0.55 1.38  0.608
C1 -2.66 -0.44 0.44  -0.699
C2 -3.87 -0.42 1.14  -0.123
C3 -5.07 -0.37 0.47  -0.064
C4 -5.09 -0.37 -0.92  -0.062
C5 -3.90 -0.39 -1.63  -0.110
C6 -2.67 -0.41 -0.97  -0.710
S2 -1.23 -0.49 -1.93  0.588
H1 -3.84 -0.43 2.22  0.105
H2 -5.99 -0.34 1.02  0.112
H3 -6.03 -0.34 -1.45  0.111
H4 -3.90 -0.38 -2.71  0.104
C7 1.73 4.17 -2.32  -0.062
C8 2.24 3.45 -1.09  -0.288
O1 1.41 3.68 0.04  -0.251
P1 0.06 2.79 0.22  0.603
O2 -0.25 3.12 1.75  -0.255
C9 0.57 2.61 2.81  -0.286
C10 1.06 3.76 3.67  -0.054
O3 -1.10 3.59 -0.49  -0.256
C11 -1.29 4.99 -0.19  -0.257
C12 -1.75 5.73 -1.44  -0.055
H5 2.39 3.98 -3.17  0.087
H6 1.70 5.25 -2.15  0.086
H7 0.73 3.83 -2.57  0.070
H8 3.24 3.81 -0.81  0.130
H9 2.29 2.36 -1.29  0.077
H10 1.41 2.05 2.39  0.104
H11 -0.05 1.92 3.39  0.113
H12 1.58 4.49 3.05  0.080
H13 1.73 3.39 4.43  0.084
H14 0.22 4.25 4.15  0.083
H15 -0.34 5.40 0.17  0.115
H16 -2.04 5.06 0.60  0.125
H17 -1.02 5.66 -2.23  0.067
H18 -1.90 6.78 -1.19  0.086
H19 -2.69 5.32 -1.80  0.084
S3 4.83 -0.68 -0.27  0.707
C13 3.25 -0.59 -0.32  -0.992
N1 2.07 -0.57 -0.36  -0.242
C14 2.63 -6.88 -1.54  -0.168
Si1 1.67 -5.25 -1.72  0.472
C15 2.64 -3.84 -2.54  -0.174
C16 0.01 -5.54 -2.62  -0.186
C17 1.28 -4.63 0.06  -0.516
Te1 0.00 -2.92 -0.12  1.384
C18 -1.82 -3.99 0.21  -0.496
Si2 -2.01 -4.75 1.99  0.508
C19 -0.75 -3.92 3.15  -0.194
C20 -1.75 -6.64 1.85  -0.166
C21 -3.79 -4.31 2.51  -0.165
H20 2.89 -7.27 -2.52  0.031
H21 2.04 -7.64 -1.03  0.030
H22 3.55 -6.75 -0.98  0.031
H23 2.79 -4.02 -3.60  0.034
H24 3.63 -3.72 -2.09  0.031
H25 2.11 -2.89 -2.44  0.001
H26 0.17 -5.94 -3.62  0.035
H27 -0.54 -4.61 -2.73  0.012
H28 -0.61 -6.25 -2.09  0.029
H29 2.20 -4.28 0.54  0.018
H30 0.81 -5.38 0.69  -0.007
H31 -1.88 -4.77 -0.55  0.004
H32 -2.62 -3.28 0.03  0.000
H33 0.27 -4.16 2.89  0.017
H34 -0.90 -4.24 4.18  0.036
H35 -0.86 -2.84 3.12  -0.013
H36 -0.71 -6.92 1.76  0.020
H37 -2.28 -7.06 0.99  0.031
H38 -2.15 -7.14 2.73  0.030
H39 -3.90 -3.24 2.65  0.016
H40 -4.05 -4.79 3.45  0.032
H41 -4.51 -4.62 1.77  0.035

The following is a DFT calculation (ωB97M-V/def2-TZVPD) of C37H34N3O5PRuS2Te2 as an isolated structure.

The energy is -3739.468261 Eh. The calculation puts the energy above the lowest of the compared OMol25 structures with the same formula, charge and spin at 370.45 kJ/mol. The LUMO energy (alpha / beta) is 2.219 / 0.488 eV. Its spin multiplicity is 6. Its net charge is -1.

Last column: Löwdin charge in e.
Atoms and positions in Å:
Ru1 0.23 0.52 -0.19  0.829
S1 1.13 1.45 1.89  0.615
C1 2.18 0.10 1.75  -1.126
S2 1.64 -1.49 1.86  0.744
C2 3.60 0.35 1.65  -0.337
C3 4.11 1.66 1.72  -0.258
N1 4.54 2.73 1.78  0.161
C4 4.46 -0.64 1.42  -0.033
N2 5.24 -1.54 1.37  0.232
C5 3.17 -6.18 -1.22  -0.062
C6 2.82 -4.72 -1.24  -0.274
C7 3.77 -3.73 -1.46  -0.013
C8 3.45 -2.39 -1.42  -0.081
C9 4.54 -1.40 -1.67  -0.322
O1 4.41 -0.45 -2.42  0.111
C10 5.82 -1.68 -0.99  -0.086
C11 5.87 -2.36 0.33  -0.249
C12 7.25 -2.69 0.79  -0.021
C13 8.34 -2.21 0.15  -0.096
C14 8.23 -1.43 -1.02  -0.057
C15 6.98 -1.19 -1.56  -0.015
C16 2.10 -1.94 -1.20  -0.356
O2 1.84 -0.71 -1.21  -0.190
C17 1.11 -2.98 -0.97  -0.101
C18 1.52 -4.32 -1.01  0.015
C19 -0.26 -2.71 -0.61  -0.229
N3 -0.78 -1.54 -0.50  -0.025
C20 -2.11 -1.31 0.01  -0.327
C21 -2.02 -0.73 1.42  -0.515
Te1 -2.56 -2.11 2.98  1.261
C22 -0.79 -1.80 4.14  -0.581
C23 -0.37 -0.50 4.40  -0.192
C24 0.82 -0.29 5.07  -0.113
C25 1.60 -1.36 5.48  -0.106
C26 1.16 -2.65 5.24  -0.116
C27 -0.03 -2.87 4.58  -0.191
C28 -1.12 -3.90 -0.34  -0.226
C29 -1.06 -4.55 0.90  -0.082
C30 -1.90 -5.62 1.15  -0.092
C31 -2.79 -6.05 0.19  -0.095
C32 -2.86 -5.40 -1.04  -0.083
C33 -2.02 -4.33 -1.30  -0.032
H1 4.25 -6.32 -1.26  0.067
H2 2.73 -6.70 -2.06  0.073
H3 2.80 -6.64 -0.30  0.075
H4 4.79 -4.02 -1.70  0.125
H5 5.24 -3.27 0.37  0.148
H6 7.33 -3.28 1.69  0.108
H7 9.32 -2.46 0.53  0.101
H8 9.12 -1.06 -1.51  0.100
H9 6.87 -0.65 -2.49  0.121
H10 0.78 -5.09 -0.83  0.118
H11 -2.72 -2.22 0.00  0.086
H12 -2.60 -0.57 -0.65  0.087
H13 -2.64 0.16 1.51  0.024
H14 -0.98 -0.44 1.64  -0.035
H15 -0.96 0.34 4.07  0.094
H16 1.16 0.72 5.25  0.104
H17 2.54 -1.19 5.99  0.098
H18 1.76 -3.49 5.56  0.098
H19 -0.37 -3.88 4.38  0.084
H20 -0.34 -4.20 1.63  0.106
H21 -1.86 -6.11 2.11  0.102
H22 -3.45 -6.88 0.39  0.096
H23 -3.56 -5.73 -1.79  0.098
H24 -2.06 -3.81 -2.25  0.126
C34 2.31 3.36 -0.98  -0.089
C35 0.95 4.03 -1.11  -0.339
O3 0.03 3.47 -0.20  -0.348
P1 -1.27 2.64 -0.71  0.071
O4 -1.91 2.03 0.46  -0.362
Te2 -0.71 1.27 -2.64  0.554
O5 -2.28 3.83 -1.16  -0.280
C36 -2.43 4.44 -2.42  -0.350
C37 -3.92 4.45 -2.77  -0.077
H25 2.98 3.70 -1.76  0.079
H26 2.20 2.27 -1.07  0.043
H27 2.74 3.58 -0.01  0.049
H28 0.58 3.92 -2.14  0.062
H29 1.02 5.10 -0.88  0.120
H30 -1.87 3.89 -3.19  0.048
H31 -2.05 5.47 -2.36  0.116
H32 -4.29 3.43 -2.77  0.076
H33 -4.07 4.89 -3.75  0.069
H34 -4.46 5.02 -2.02  0.073

The following is a DFT calculation (ωB97M-V/def2-TZVPD) of C25H32BeFO2 as an isolated structure.

The energy is -1236.753234 Eh. The calculation puts the energy above the lowest of the compared OMol25 structures with the same formula, charge and spin at 167.18 kJ/mol. The LUMO energy is 2.255 eV. Its spin multiplicity is 1. Its net charge is -1.

Last column: Löwdin charge in e.
Atoms and positions in Å:
O1 -3.99 1.21 -2.35  -0.153
C1 -4.89 0.13 -1.97  -0.180
C2 -5.87 0.37 -3.10  -0.067
H1 -5.34 0.32 -0.99  0.127
H2 -4.37 -0.83 -1.99  0.079
C3 -5.08 1.68 -3.29  -0.513
H3 -6.91 0.52 -2.81  0.115
H4 -5.75 -0.33 -3.94  0.119
C4 -5.88 2.86 -2.76  -0.027
H5 -6.30 2.66 -1.76  0.091
H6 -6.71 3.06 -3.46  0.094
H7 -5.26 3.76 -2.72  0.087
C5 -4.61 1.96 -4.71  -0.022
H8 -3.96 1.17 -5.09  0.080
H9 -4.05 2.90 -4.71  0.091
H10 -5.50 2.10 -5.34  0.094
Be1 -2.08 -0.22 -1.39  0.449
C6 0.36 -1.03 -2.62  -0.120
C7 -0.68 -1.87 -2.21  -0.144
C8 -1.92 -1.34 -2.72  -0.243
H11 -0.53 -2.89 -1.82  0.119
C9 -1.61 0.01 -3.19  -0.171
C10 -0.18 0.14 -3.16  -0.084
H12 0.39 0.93 -3.67  0.107
H13 1.44 -1.29 -2.62  0.111
H14 -2.88 -1.88 -2.84  0.116
H15 -2.28 0.66 -3.78  0.090
C11 0.70 1.21 0.31  -0.219
C12 0.90 2.38 -0.48  -0.204
C13 0.71 3.51 0.37  -0.214
H16 1.18 2.37 -1.53  0.047
C14 0.36 3.04 1.67  -0.215
C15 0.33 1.61 1.63  -0.204
H17 0.07 0.93 2.44  0.058
H18 0.81 0.20 -0.05  0.027
H19 0.86 4.54 0.09  0.045
H20 0.18 3.65 2.54  0.046
O2 -4.80 3.69 0.21  -0.170
C16 -3.41 3.62 -0.21  -0.165
C17 -2.79 2.27 0.16  -0.157
H21 -2.90 4.43 0.35  0.125
H22 -3.29 3.83 -1.29  0.112
C18 -3.60 1.85 1.36  -0.145
H23 -1.72 2.33 0.37  0.068
H24 -2.87 1.55 -0.67  0.058
C19 -4.83 2.77 1.34  -0.189
H25 -3.02 1.94 2.28  0.115
H26 -3.90 0.81 1.31  0.082
H27 -4.81 3.43 2.22  0.108
H28 -5.77 2.19 1.37  0.108
F1 -1.99 -3.10 3.97  0.005
C20 -1.87 -2.62 2.69  -0.291
C21 -3.01 -2.37 1.94  -0.032
C22 -2.86 -1.72 0.69  -0.149
C23 -1.62 -1.30 0.23  -0.138
C24 -0.50 -1.73 0.93  -0.113
C25 -0.60 -2.36 2.19  -0.016
H29 -3.99 -2.64 2.31  0.101
H30 -3.77 -1.56 0.10  0.070
H31 0.52 -1.64 0.53  0.091
H32 0.29 -2.62 2.77  0.112

The following is a DFT calculation (ωB97M-V/def2-TZVPD) of one molecule with the formula C5H8O2.

The energy is -345.662341 Eh. The calculation puts the energy above the lowest of the compared OMol25 structures with the same formula, charge and spin at 374.44 kJ/mol. The LUMO energy is 0.757 eV. Its spin multiplicity is 1. Its net charge is 0.

Last column: Löwdin charge in e.
Atoms and positions in Å:
O1 -2.79 -0.30 0.47  0.015
C1 -1.73 -0.91 0.01  -0.075
C2 -0.84 0.04 -0.75  -0.158
C3 0.56 0.07 -0.15  -0.529
C4 1.63 -0.69 -0.79  -0.084
O2 1.51 0.71 -0.99  -0.022
C5 0.63 0.42 1.31  -0.007
H1 -2.81 0.66 0.25  0.110
H2 0.09 -0.31 1.91  0.086
H3 -1.23 1.08 -0.79  0.121
H4 -0.78 -0.33 -1.78  0.127
H5 2.49 -1.00 -0.19  0.118
H6 1.42 -1.31 -1.66  0.118
H7 0.19 1.41 1.49  0.091
H8 1.67 0.45 1.64  0.089

The following is a DFT calculation (ωB97M-V/def2-TZVPD) of one molecule with the formula C4H8O2.

The energy is -307.503314 Eh. The calculation puts the energy above the lowest of the compared OMol25 structures with the same formula, charge and spin at 549.04 kJ/mol. The LUMO energy is 0.764 eV. Its spin multiplicity is 1. Its net charge is 0.

Last column: Löwdin charge in e.
Atoms and positions in Å:
C1 1.55 0.82 0.38  -0.067
C2 0.85 -1.36 -0.53  0.074
O1 0.70 -0.27 0.80  -0.194
C3 -0.42 -0.86 0.03  -0.335
C4 -1.35 0.07 -0.70  -0.227
O2 -2.29 0.67 0.16  -0.051
H1 1.14 1.38 -0.46  0.089
H2 2.48 0.35 0.07  0.086
H3 1.70 1.46 1.26  0.095
H4 1.14 -2.23 0.08  0.039
H5 -0.99 -1.45 0.76  0.149
H6 -1.93 -0.53 -1.41  0.136
H7 -0.79 0.80 -1.30  0.117
H8 -1.80 1.12 0.87  0.090

The following is a DFT calculation (ωB97M-V/def2-TZVPD) of one molecule with the formula C6H11N3.

Its SMILES is [H]/N=C(/C)N1CC(=C)CN1. The energy is -399.401975 Eh. The calculation puts the energy above the lowest of the compared OMol25 structures with the same formula, charge and spin at 244.83 kJ/mol. The LUMO energy is 0.754 eV. Its spin multiplicity is 1. Its net charge is 0.

Last column: Löwdin charge in e.
Atoms and positions in Å:
H1 -2.28 -2.06 -0.27  0.060
N1 -2.68 -1.09 -0.20  0.099
C1 -1.85 -0.14 -0.13  -0.470
C2 -2.38 1.25 -0.18  -0.038
N2 -0.50 -0.30 0.17  -0.144
C3 0.50 0.68 0.49  -0.122
C4 1.73 0.04 -0.09  -0.240
C5 2.83 0.76 -0.27  0.060
C6 1.38 -1.44 -0.30  -0.119
N3 0.07 -1.54 0.33  -0.016
H2 -2.33 1.70 -1.15  0.073
H3 -3.47 1.09 -0.06  0.085
H4 -2.08 1.90 0.62  0.071
H5 0.44 0.83 1.53  0.120
H6 0.36 1.61 -0.04  0.120
H7 3.70 0.43 -0.71  0.031
H8 2.93 1.78 0.05  0.069
H9 1.95 -2.24 0.22  0.130
H10 1.40 -1.68 -1.36  0.115
H11 0.27 -1.58 1.32  0.117